[1]
{
  "formula": "C4H24N2O6",
  "method": "ωB97M-V with the def2-TZVPD basis set",
  "species": ["C", "N", "C", "C", "C", "N", "H", "H", "H", "H", "H", "H", "H", "H", "H", "H", "H", "H", "H", "H", "O", "H", "H", "O", "H", "H", "O", "H", "H", "O", "H", "H", "O", "H", "H", "O"],
  "xyz": [[2.6939, -0.2043, -2.1185], [1.2309, 0.0012, -1.9854], [-0.3000, -1.6311, -3.0172], [0.2193, -0.9842, -1.7014], [0.7565, -1.9816, -0.6993], [1.4653, -1.2022, 0.4602], [3.4125, -0.0748, -1.3684], [2.8958, -1.1297, -2.7567], [2.9894, 0.6193, -2.7239], [0.9258, 0.4427, -2.8644], [-0.6201, -0.9991, -3.8616], [-1.1742, -2.2093, -2.6538], [0.5619, -2.1598, -3.5646], [-0.6194, -0.4979, -1.3826], [0.0252, -2.6170, -0.2682], [1.5946, -2.5668, -1.1828], [1.0732, -0.2165, 0.5399], [2.4688, -0.8608, 0.3220], [-1.9945, 2.5043, 3.9358], [-2.3379, 1.1018, 4.1320], [-1.8039, 1.7993, 4.5608], [-3.8420, 2.6604, 0.8468], [-2.7332, 2.7562, 1.7566], [-3.6148, 3.1675, 1.6195], [-0.3160, 2.1412, 0.3505], [-0.9116, 2.6712, -0.9119], [-1.1034, 2.4828, 0.0581], [1.2707, 1.8083, -0.7040], [1.3252, 3.1240, 0.0349], [1.4397, 2.1882, 0.1110], [0.7287, -3.3495, 2.0543], [0.3648, -3.5762, 3.5713], [-0.0389, -3.1778, 2.7868], [-1.8094, 0.4313, 1.5996], [-2.2263, -0.7005, 2.5364], [-1.9968, 0.2392, 2.4883]],
  "forces_ev_per_a": [[-1.83, -1.62, -3.12], [0.79, 1.82, -0.28], [1.15, -1.04, -0.31], [2.21, -1.67, -2.49], [3.46, 1.97, 0.46], [0.08, 1.45, -0.16], [0.20, -0.45, 2.16], [0.25, 0.85, 0.97], [0.19, 0.74, -1.03], [0.35, 0.14, 0.71], [-0.23, 0.61, 0.97], [0.54, -0.49, -0.91], [-1.32, -0.23, 1.17], [-2.14, 1.59, 1.70], [-0.69, -0.60, 0.34], [-1.11, 0.26, 0.43], [-0.16, -1.79, 0.00], [-1.71, -1.54, -0.51], [0.24, 0.40, 0.13], [0.71, 0.19, 0.32], [-0.79, -0.07, 0.09], [-0.53, -0.10, -0.74], [-0.40, 0.70, 0.00], [0.91, -0.48, 0.63], [3.24, -1.33, 1.35], [-0.46, -0.21, 1.13], [-3.78, 1.45, -2.30], [-0.45, -1.39, -3.27], [-0.06, 1.04, -0.29], [1.49, 0.07, 3.43], [-2.79, 1.07, 2.52], [-0.19, 0.16, -0.09], [2.90, -1.07, -2.43], [0.45, 0.42, -2.13], [0.25, 0.25, -0.23], [-0.77, -1.10, 1.77]],
  "homo_lumo_gap_ev": [2.506, 8.689],
  "charge": -1,
  "spin_multiplicity": 2,
  "e_above_lowest_kcal_mol": 32.3
}



[2]
{
  "formula": "C4H4F3N3OS",
  "method": "ωB97M-V with the def2-TZVPD basis set",
  "species": ["C", "C", "C", "C", "N", "N", "N", "O", "F", "F", "F", "S", "H", "H", "H", "H"],
  "xyz": [[-1.7819, -0.5826, 1.3838], [-2.7265, 0.4635, 0.9083], [-0.9287, -0.7381, 0.3615], [2.9759, -0.2150, -0.6189], [-2.2856, 0.8670, -0.2477], [-1.2096, 0.2180, -0.5540], [-0.4407, 0.2559, -1.5737], [0.8987, 0.6711, 0.9980], [3.2815, -0.1894, -1.9191], [2.6495, -1.4633, -0.2574], [4.1171, -0.0800, 0.1150], [1.6947, 1.2222, -0.1489], [-1.7899, -1.1499, 2.2564], [-3.6373, 0.9970, 1.2943], [-0.0013, -1.3172, 0.1774], [-0.8159, 1.0409, -2.1750]],
  "forces_ev_per_a": [[-1.99, 0.93, -0.79], [0.96, -0.71, 0.77], [1.76, -1.32, 1.10], [0.88, -0.44, 1.24], [-2.09, 3.17, -1.30], [0.74, -2.38, 0.56], [-0.07, 2.11, -2.62], [1.11, 0.78, -0.42], [-0.27, 0.24, 0.49], [-1.56, 0.26, -0.68], [-0.15, 1.31, -0.66], [0.36, -1.57, 0.14], [-0.21, -0.64, 1.26], [1.21, -1.08, -0.10], [-1.23, 0.19, 0.44], [0.55, -0.86, 0.54]],
  "homo_lumo_gap_ev": [8.220, 6.912]
}



[3]
{
  "formula": "C29H32Co2NO8Si2",
  "method": "ωB97M-V with the def2-TZVPD basis set",
  "species": ["C", "Si", "C", "C", "O", "N", "O", "Si", "C", "C", "C", "C", "C", "C", "C", "C", "C", "C", "C", "H", "H", "H", "H", "H", "H", "H", "H", "H", "H", "H", "H", "H", "H", "H", "H", "H", "H", "H", "H", "H", "H", "H", "H", "H", "O", "C", "Co", "C", "O", "C", "O", "C", "C", "C", "C", "C", "C", "C", "C", "C", "Co", "C", "O", "C", "O", "C", "O", "H", "H", "H", "H", "H", "H", "H"],
  "xyz": [[2.5414, -0.1583, 2.1245], [1.6537, -1.3387, 3.2510], [1.4468, -2.9272, 2.2851], [2.3998, -1.3766, 4.9544], [0.1004, -0.6378, 3.5987], [-1.0696, -1.1506, 2.9888], [-2.0209, -0.1451, 3.1465], [-1.7319, 1.2481, 4.1284], [-0.3568, 2.2561, 3.3993], [-3.3844, 2.1143, 4.0070], [-1.5027, 0.6422, 5.8879], [-1.5181, -2.2506, 3.7972], [-0.7296, -3.1061, 4.4862], [-2.9739, -2.2306, 3.8593], [-3.6676, -2.6883, 4.9953], [-4.9815, -2.2683, 5.2080], [-5.6678, -1.5748, 4.2079], [-5.0329, -1.2797, 2.9944], [-3.6856, -1.6140, 2.8174], [3.4649, -0.6138, 1.7379], [1.8828, 0.0261, 1.2720], [2.7833, 0.8011, 2.5952], [2.2316, -2.9156, 1.5095], [1.5930, -3.8181, 2.9101], [0.4691, -3.0066, 1.7866], [3.4385, -1.7266, 4.8612], [2.4129, -0.3603, 5.3771], [1.8747, -2.0217, 5.6696], [-0.6946, 3.3030, 3.3558], [0.5456, 2.2204, 4.0235], [-0.0921, 1.9495, 2.3800], [-3.3912, 3.0101, 4.6471], [-3.5901, 2.4287, 2.9746], [-4.2046, 1.4587, 4.3295], [-1.5460, 1.5265, 6.5485], [-2.3132, -0.0390, 6.1900], [-0.5461, 0.1271, 6.0540], [-1.2542, -3.8910, 5.0260], [0.3405, -3.0061, 4.5886], [-3.1210, -3.2724, 5.7361], [-5.4729, -2.5107, 6.1471], [-6.6939, -1.2421, 4.3679], [-5.5477, -0.7668, 2.1777], [-3.2139, -1.4852, 1.8452], [4.2108, 4.0113, -1.5374], [3.5053, 3.2655, -2.1003], [3.3978, 1.8282, -3.3291], [4.7509, 2.4727, -4.3315], [5.7164, 2.8989, -4.8113], [4.5138, 0.6292, -2.6767], [5.3653, -0.0665, -2.3059], [1.6554, 1.9936, -3.7878], [2.1268, 0.7192, -3.9844], [1.8823, -0.4655, -4.5908], [2.7786, -1.6172, -4.4984], [3.2238, -2.2754, -5.6714], [4.0247, -3.4099, -5.5753], [4.3894, -3.9226, -4.3208], [3.9248, -3.3007, -3.1552], [3.1753, -2.1258, -3.2444], [1.4192, 2.8566, -1.9119], [1.1375, 3.9857, -0.5579], [0.8575, 4.5834, 0.3931], [1.7293, 1.3183, -1.1496], [1.9081, 0.2284, -0.7874], [-0.3537, 2.6501, -2.0642], [-1.4833, 2.4340, -1.9661], [1.1803, 2.5463, -4.6123], [1.1240, -0.5188, -5.3899], [2.9071, -1.8636, -6.6349], [4.4006, -3.8850, -6.4819], [5.0097, -4.8192, -4.2616], [4.1687, -3.7065, -2.1706], [2.7947, -1.6250, -2.3476]],
  "forces_ev_per_a": [[0.08, -0.05, 0.30], [-1.01, 0.95, -0.53], [0.40, -0.29, -0.01], [0.35, -0.23, 0.17], [0.96, -0.51, -0.27], [0.80, -0.17, 0.79], [0.85, 2.24, -0.09], [-0.08, -1.42, -0.33], [0.07, 0.64, 0.21], [-0.10, 0.07, -0.09], [0.14, 0.41, 0.35], [0.62, -0.80, 0.70], [-1.08, 0.80, -0.46], [-1.42, -1.12, 0.16], [0.36, 0.90, -0.42], [-0.19, -0.41, -0.35], [0.22, 0.29, -0.01], [0.49, -0.35, -0.04], [-1.43, -0.96, -0.02], [-0.18, 0.19, 0.05], [0.20, -0.03, 0.25], [-0.02, -0.13, -0.08], [-0.30, -0.11, 0.19], [-0.06, 0.13, -0.24], [0.31, 0.13, 0.21], [-0.15, 0.12, 0.19], [0.02, -0.24, -0.21], [0.13, 0.11, -0.19], [0.23, -0.14, -0.05], [-0.14, -0.03, -0.19], [-0.13, -0.03, 0.26], [0.01, -0.19, -0.18], [0.05, -0.03, 0.22], [0.21, 0.09, -0.04], [0.04, -0.32, -0.01], [0.15, 0.21, -0.20], [-0.26, 0.19, -0.13], [0.39, 0.01, -0.12], [-0.31, -0.16, -0.01], [-0.24, 0.38, 0.03], [-0.01, -0.02, -0.19], [0.24, -0.13, 0.03], [0.01, -0.23, 0.36], [-0.16, 0.22, 0.36], [-0.80, -0.72, -0.51], [0.87, 0.75, 0.27], [3.24, 1.64, 2.05], [0.28, 1.27, -0.67], [-1.25, -0.86, 0.59], [1.77, -1.09, 1.16], [-1.47, 0.94, -0.61], [-1.87, 1.31, -1.83], [-1.65, -2.16, -0.86], [0.13, 0.87, -0.16], [0.56, -0.51, -0.33], [-0.22, 0.02, 0.70], [0.17, 0.11, 0.18], [-0.29, 0.06, -0.03], [0.24, 0.33, -0.30], [-0.43, -0.27, -0.32], [-0.61, -0.92, -0.39], [0.16, 1.27, 0.70], [0.32, -0.81, -1.08], [0.54, -3.23, 1.28], [-0.45, 1.75, -0.69], [-0.52, 0.32, -0.46], [1.15, 0.12, -0.14], [0.11, 0.04, 0.49], [-0.18, -0.08, 0.78], [0.21, -0.24, 0.26], [-0.12, 0.04, 0.19], [-0.19, 0.24, 0.00], [0.00, 0.09, -0.31], [0.20, -0.23, -0.33]],
  "homo_lumo_gap_ev": 6.314,
  "charge": -1,
  "e_above_lowest_kcal_mol": 0.0
}



Calculated total energy (Eh)
-727.6202; -1091.9560; -5125.4137